53
Properties=species:S:1:pos:R:3:nbo_charge:R:1 method="wB97M-V/def2-TZVPD" multiplicity=2 e_above_lowest_ev=0.000 e_lumo_ev="-0.83 / -0.47"
H -3.387 -0.608 -3.062 0.402
As -0.136 -2.199 -0.624 1.734
C 1.424 -3.054 1.705 -0.384
H -0.462 -4.465 -0.766 0.499
C 3.857 -2.312 0.644 -0.174
H -1.202 4.154 -3.319 0.199
H -2.276 -3.194 -2.862 0.383
O -0.829 -2.137 2.638 -0.946
C 2.692 -2.082 -0.080 -0.217
H -1.283 -1.887 -3.005 0.418
C -0.602 5.632 0.187 -0.190
H -5.077 -1.017 -0.105 0.421
S -0.127 -3.463 2.453 2.396
C 0.360 0.852 1.153 -0.203
C 1.468 -2.456 0.446 -0.278
H 2.512 -3.755 3.406 0.247
H 4.709 -3.094 2.450 0.223
H 0.831 0.241 3.152 0.223
C -1.015 6.458 -0.848 -0.231
N -3.154 -1.458 -2.569 -0.368
O 0.099 -4.188 3.654 -0.899
H -4.684 0.090 -1.337 0.402
O -0.217 -3.797 -1.420 -1.029
C 1.229 0.595 2.209 -0.232
H -0.421 6.046 1.172 0.210
C -3.790 -1.733 -1.456 0.368
H 2.721 -1.607 -1.053 0.247
H 3.268 0.591 2.872 0.215
H 2.616 1.817 -1.179 0.225
C 2.226 1.479 -0.227 -0.241
C 3.801 -2.914 1.891 -0.206
C 2.592 0.790 2.050 -0.215
O 0.154 -1.171 -1.879 -1.186
C 2.577 -3.288 2.433 -0.170
C -1.046 4.559 -2.325 -0.192
C -0.421 4.272 -0.027 -0.256
H -0.705 0.717 1.286 0.225
C -0.642 3.724 -1.287 -0.281
V -2.028 -2.159 1.026 1.047
O -2.585 -0.701 0.950 -0.523
H 4.811 -2.015 0.230 0.222
H -0.105 3.640 0.794 0.219
N -2.216 -2.253 -3.242 -0.641
C 3.088 1.237 0.833 -0.202
Te -0.437 1.650 -1.697 0.573
O -0.983 -4.117 1.420 -0.993
H -1.157 7.517 -0.678 0.212
H 4.152 1.393 0.704 0.213
C 0.855 1.289 -0.071 -0.269
N -4.740 -0.874 -1.041 -0.766
H -1.552 6.553 -2.923 0.210
S -3.525 -3.212 -0.574 -0.214
C -1.238 5.916 -2.106 -0.225

=====

53
Properties=species:S:1:pos:R:3:nbo_charge:R:1 method="wB97M-V/def2-TZVPD" multiplicity=2 charge=+2 e_above_lowest_ev=0.065 e_lumo_ev="-8.46 / -8.62"
H -6.094 2.011 3.872 0.257
H 0.641 -0.830 -4.246 0.441
C -0.435 -1.572 4.652 -0.301
H -3.990 0.414 4.366 0.219
N -4.284 1.258 1.224 -0.309
C 4.355 0.105 -1.680 -0.171
H -0.151 3.253 -0.532 0.271
H -2.234 2.618 1.128 0.275
C -4.212 -2.845 -0.219 -0.300
C 4.560 -1.773 -3.198 -0.231
N -1.579 -0.826 2.904 -0.330
N -0.540 -1.560 2.430 -0.371
H 2.360 -0.601 -4.123 0.443
C 0.150 -2.018 3.475 0.026
H -0.115 -1.766 5.660 0.268
Os -0.171 -1.876 0.345 1.453
H 4.160 -2.698 -3.595 0.237
C -1.518 -0.823 4.246 0.042
H -2.418 -3.785 -1.148 0.250
H 1.022 0.846 -1.055 0.231
O 1.057 -2.874 0.914 -0.430
H -5.977 2.456 1.160 0.234
H -2.230 -0.286 4.844 0.241
C -4.230 -1.773 0.674 0.107
C 6.299 -0.119 -3.076 -0.165
N -2.138 -2.159 0.182 -0.338
C -2.887 -3.054 -0.507 0.029
N 1.485 -0.881 -3.699 -0.735
H 6.351 -1.834 -4.368 0.245
C -4.297 0.843 3.431 -0.020
H 5.995 1.480 -1.680 0.241
H 7.261 0.251 -3.404 0.245
N -0.475 0.095 0.237 -0.349
C -5.368 1.645 3.168 -0.316
C 5.589 0.574 -2.106 -0.196
B -2.475 -0.195 1.823 0.925
H -5.059 -3.382 -0.608 0.276
C 0.177 1.079 -0.428 0.021
C 5.788 -1.290 -3.623 -0.177
H 1.018 -2.638 3.331 0.251
N -2.984 -1.383 0.921 -0.309
N 2.572 -1.568 -1.797 -0.552
C -5.310 1.872 1.774 -0.014
C 1.472 -1.468 -2.517 0.384
H 3.794 0.635 -0.920 0.214
H -5.063 -1.257 1.121 0.268
C 3.856 -1.063 -2.234 0.040
N -3.640 0.619 2.251 -0.434
C -0.421 2.283 -0.155 -0.295
C -1.479 1.978 0.705 0.107
H 2.516 -2.087 -0.930 0.435
N -1.493 0.673 0.942 -0.300
S -0.045 -2.176 -1.974 -0.031

=====

48
Properties=species:S:1:pos:R:3:nbo_charge:R:1 method="wB97M-V/def2-TZVPD" e_above_lowest_ev=1.777 e_lumo_ev="-2.05 / -1.57"
H 0.781 -5.435 -0.294 0.216
C -3.277 -0.982 4.665 -0.271
C -0.934 -0.819 5.127 -0.269
C 1.768 4.771 -3.813 -0.729
C 0.198 1.626 -3.799 -0.195
C 2.416 1.214 -2.959 -0.222
C 0.438 -3.299 -0.162 -0.209
C 1.578 1.710 -3.952 -0.203
H 2.566 5.313 -3.307 0.248
C -0.274 -0.917 0.418 -0.078
Sb -3.002 3.417 1.399 0.984
H -3.809 -0.318 2.685 0.246
C 0.496 0.579 -1.652 -0.125
H 0.545 -2.317 1.761 0.226
H 0.214 -0.069 3.479 0.220
S 2.268 2.433 -5.420 0.234
C -0.107 -2.314 0.879 -0.470
C 2.343 4.199 -5.083 0.440
C -0.094 0.029 -0.441 -0.070
C 0.454 -4.700 0.442 -0.600
H 1.807 -1.947 -1.175 0.213
H -1.080 -2.667 1.232 0.235
H -0.251 -3.295 -1.013 0.202
C -3.015 -0.493 3.398 0.091
H 2.530 0.290 -1.029 0.215
H 2.525 -2.833 0.180 0.200
H -1.413 1.055 -2.498 0.236
C -0.767 -0.346 3.844 0.072
H 3.489 1.280 -3.084 0.229
S -0.714 2.884 0.475 -0.476
H 1.005 5.496 -4.096 0.249
O 2.857 4.877 -5.929 -0.543
C -2.218 -1.145 5.537 -0.030
H 2.209 -3.652 -1.352 0.217
H 1.340 4.035 -3.141 0.235
H -0.534 -4.995 0.798 0.209
N -1.783 -0.188 2.986 -0.495
Br -2.513 -1.798 7.275 0.113
S -3.120 3.509 3.628 -0.778
C 1.823 -2.904 -0.657 -0.608
C 1.878 0.653 -1.812 -0.133
H -0.450 2.013 -4.574 0.229
C -0.341 1.081 -2.647 -0.170
Ir -1.204 0.746 1.059 0.668
S -3.397 1.102 0.590 -0.445
H 1.146 -4.745 1.287 0.202
H -0.087 -0.922 5.789 0.244
H -4.291 -1.213 4.958 0.246

=====

53
Properties=species:S:1:pos:R:3:nbo_charge:R:1 method="wB97M-V/def2-TZVPD" multiplicity=2 charge=+1 e_above_lowest_ev=1.524 e_lumo_ev="-5.30 / -6.01"
H -2.796 0.285 -1.865 0.228
C 1.909 -2.550 0.032 -0.338
H 2.847 0.377 -2.820 0.180
Cl -2.304 5.291 -1.466 0.076
C -0.612 5.033 -1.640 -0.043
C -0.074 3.760 -1.423 -0.198
O 2.619 1.116 1.876 -0.499
O -0.766 -3.740 4.728 -0.714
C 2.220 0.360 1.050 0.757
H 3.200 4.478 -2.020 0.248
H -4.990 -0.583 -1.121 0.250
O 0.000 -1.543 -0.975 -0.822
O 0.908 -0.225 -2.962 -0.740
C 1.574 5.895 -2.126 -0.147
H 3.888 -0.870 0.897 0.238
S -1.097 2.448 -0.887 0.184
C 3.172 -0.471 0.164 -0.336
H -2.224 -2.428 5.427 0.172
C -3.114 -1.218 1.621 -0.129
H -1.046 -0.626 1.763 0.258
H -0.229 7.066 -2.153 0.253
H 2.252 -2.564 -2.349 0.214
H -5.174 -1.566 1.199 0.261
C -2.054 -3.183 4.653 0.110
H -0.669 -4.197 5.569 0.486
H 0.425 -1.063 -2.998 0.506
N 2.616 -1.496 -0.654 -0.471
H 2.242 -2.659 1.066 0.236
H -1.350 -2.739 2.708 0.443
C 2.789 -1.652 -2.085 -0.229
H -2.836 -3.945 4.726 0.169
C 2.316 -0.546 -3.023 -0.085
H 2.210 6.725 -2.400 0.245
C 0.409 -2.338 -0.001 0.809
C 0.209 6.092 -1.991 -0.206
Ir -0.044 0.538 -0.700 1.292
C 2.137 4.643 -1.918 -0.214
O -0.342 -2.889 0.773 -0.617
C -3.196 -1.856 2.982 0.644
O 0.852 0.122 0.953 -0.678
C -1.939 -0.660 1.159 0.099
C -4.144 -0.619 -0.450 -0.232
C -4.242 -1.166 0.820 -0.066
C 1.292 3.610 -1.577 -0.043
N -1.859 -0.131 -0.066 -0.393
N -2.108 -2.549 3.354 -0.615
H 2.566 -0.819 -4.051 0.203
C -2.931 -0.122 -0.873 0.045
H 2.113 -3.514 -0.445 0.237
O -4.204 -1.739 3.654 -0.597
H 3.748 0.235 -0.437 0.236
Cl 1.991 2.028 -1.334 0.125
H 3.839 -1.832 -2.363 0.204

=====

55
Properties=species:S:1:pos:R:3:nbo_charge:R:1 method="wB97M-V/def2-TZVPD" e_above_lowest_ev=0.000 e_lumo_ev=-0.04
C 2.832 3.558 1.733 -0.067
C -0.414 1.761 -0.291 0.781
N 4.005 -1.775 -3.010 -0.789
O -0.856 1.757 0.849 -0.690
N 1.443 0.119 1.919 -0.646
H -1.680 5.249 -1.980 0.206
C 0.005 6.530 -1.689 -0.233
Cl 1.431 4.513 2.097 0.028
C 1.733 -1.441 -2.273 -0.028
N -0.770 -1.302 1.157 -0.513
H 1.841 2.217 -1.048 0.445
H -1.860 3.158 -0.964 0.232
N 2.715 -3.604 -2.449 -0.441
C 2.817 -2.291 -2.568 0.357
O -2.233 -1.536 -0.391 -0.477
H -0.527 7.422 -1.990 0.212
N -1.007 -2.149 3.384 -0.792
H 1.077 -0.850 3.689 0.391
H 1.863 7.544 -1.290 0.212
H 4.195 -0.799 -2.870 0.394
N 2.055 3.067 -0.539 -0.629
H -0.905 2.451 -2.267 0.222
N 0.573 -1.930 -1.896 -0.439
Cl 4.265 1.200 -1.154 -0.032
C -0.009 4.130 -1.269 -0.023
O 0.414 0.882 -0.774 -0.922
N 0.645 -0.662 2.796 -0.383
Li -0.580 -0.643 -0.734 0.869
C 4.856 2.542 2.550 -0.228
H -1.905 -2.542 3.131 0.443
H 3.036 5.473 -0.626 0.214
C 1.330 4.220 -0.886 0.153
C 0.456 -3.263 -1.788 -0.076
C -0.638 5.304 -1.685 -0.183
O -2.751 -2.353 1.522 -0.419
H 1.274 1.083 2.212 0.372
C 1.334 6.599 -1.290 -0.206
C -0.853 2.862 -1.256 -0.530
H 1.443 -5.153 -1.960 0.200
C 3.774 3.386 2.736 -0.218
C 4.984 1.867 1.345 -0.217
C 4.056 2.076 0.345 -0.032
H 5.579 2.397 3.341 0.221
H 3.620 3.901 3.674 0.229
C 2.957 2.939 0.486 0.119
H 1.001 0.100 0.992 0.411
H 5.802 1.184 1.164 0.229
H -0.502 -3.661 -1.482 0.206
C -0.413 -1.383 2.451 0.617
C 1.529 -4.079 -2.063 0.017
H 4.793 -2.399 -2.987 0.401
H 1.826 -0.362 -2.314 0.224
C 1.992 5.445 -0.912 -0.223
H -0.795 -1.990 4.353 0.398
N -1.980 -1.775 0.795 0.636

=====

52
Properties=species:S:1:pos:R:3:nbo_charge:R:1 method="wB97M-V/def2-TZVPD" charge=+2 e_above_lowest_ev=0.000 e_lumo_ev=-6.57
H -1.197 -1.157 -4.144 0.426
C 1.921 1.996 -1.537 -0.272
C 1.104 2.600 -4.125 -0.180
N -1.022 -0.939 -3.176 -0.801
N -1.255 -1.699 -0.942 -0.566
H -4.285 1.555 2.449 0.258
N -0.403 -2.008 1.511 -0.516
H -1.200 0.941 -1.509 0.408
S 1.546 -1.462 -0.918 -0.061
C -3.206 1.548 2.391 -0.218
H -2.981 -4.572 -0.757 0.276
C 2.797 2.597 -2.426 -0.163
H -2.910 3.154 3.786 0.256
N 2.617 0.043 1.054 -0.433
H -0.806 1.813 -3.546 0.222
H 2.250 1.775 -0.532 0.219
C -2.438 2.429 3.137 -0.111
H 1.112 -1.885 4.393 0.426
H -3.125 -0.064 0.958 0.224
H 1.693 1.832 2.543 0.245
H 1.595 -1.066 2.972 0.417
C -1.779 -2.811 -0.281 0.177
H -0.145 -0.470 -3.003 0.424
C -1.054 2.373 3.043 -0.193
H -2.554 -4.545 1.981 0.275
N -0.324 1.092 -1.012 -0.788
C -2.567 0.644 1.559 0.066
H -0.526 1.806 -0.317 0.404
C 0.947 1.255 2.008 0.057
H 0.772 2.852 -5.123 0.240
S -2.485 -3.120 -2.678 0.512
N 1.297 0.321 1.196 -0.232
C -1.493 -1.789 -2.242 0.269
Co -0.092 -0.550 0.204 0.952
N 4.075 -1.202 -0.174 -0.739
C 2.827 -0.821 0.076 0.309
H 4.829 -0.833 0.384 0.429
C -0.067 -2.225 2.774 0.278
C -1.801 -3.778 2.054 -0.404
N -1.238 0.594 1.459 -0.481
C -0.487 1.437 2.195 0.130
H 4.288 -1.838 -0.923 0.427
C -1.378 -2.924 1.107 0.084
N 0.879 -1.566 3.469 -0.781
H 3.801 2.839 -2.102 0.234
H 3.084 3.364 -4.410 0.242
C -2.493 -3.656 -1.043 -0.422
C 0.217 2.000 -3.239 -0.276
C 0.635 1.686 -1.954 0.181
S -0.949 -3.498 3.521 0.502
H -0.422 3.040 3.613 0.254
C 2.396 2.893 -3.722 -0.187

=====

52
Properties=species:S:1:pos:R:3:nbo_charge:R:1 method="wB97M-V/def2-TZVPD" multiplicity=4 charge=-1 e_above_lowest_ev=0.756 e_lumo_ev="2.10 / 2.10"
S 2.117 -1.317 -0.342 -0.229
H 3.363 4.733 0.518 0.196
H 0.725 -5.765 1.231 0.224
C -2.618 2.884 1.008 -0.204
O -3.332 -1.413 -3.119 -0.960
N 1.286 -2.561 -2.729 -0.568
H 1.403 0.566 2.286 0.202
Si -0.357 1.339 0.000 0.640
O -2.423 -1.170 -0.799 -1.029
H 1.387 -3.328 0.687 0.441
H -4.564 2.677 3.779 0.195
C -3.623 3.194 1.917 -0.226
C -1.747 1.812 1.213 -0.405
C -1.333 -4.870 1.249 -0.311
C -1.941 1.056 2.373 -0.146
H 4.405 3.605 2.463 0.196
H 2.657 0.972 -1.613 0.251
H 2.891 1.335 -3.338 0.199
C -1.649 -3.520 1.051 -0.021
C 1.814 1.495 1.899 -0.207
C 2.948 2.023 2.498 -0.226
C -2.933 1.361 3.295 -0.243
C 1.289 -2.223 -4.079 -0.037
H 1.330 3.800 -0.509 0.197
C -3.782 2.437 3.069 -0.224
C 1.708 -0.956 -4.197 -0.062
C 1.784 3.288 0.334 -0.165
N -0.545 -2.809 0.869 -0.303
H -2.509 3.489 0.114 0.206
S -2.197 -1.545 -2.258 2.534
C 1.629 -1.426 -2.002 0.175
N 1.946 -0.474 -2.925 -0.354
H -2.608 -3.031 0.994 0.253
O -1.572 -2.902 -2.204 -1.048
C 3.515 3.191 2.003 -0.228
O -1.042 -0.606 -2.594 -1.043
H 0.461 -3.089 -2.428 0.460
H 3.396 1.516 3.346 0.198
H 0.950 -2.913 -4.831 0.224
H 1.845 -0.341 -5.068 0.222
H -3.051 0.750 4.183 0.197
H 1.267 1.471 -2.593 0.238
C 1.194 2.114 0.808 -0.405
C 0.042 -4.936 1.155 -0.050
C 2.207 0.916 -2.601 -0.414
I -2.626 -6.422 1.572 0.167
V -0.334 -1.070 -0.684 0.885
N 0.469 -3.688 0.936 -0.327
H -4.286 4.030 1.723 0.197
H -0.582 2.308 -1.131 -0.201
H -1.309 0.192 2.558 0.190
C 2.932 3.821 0.915 -0.251

=====

45
Properties=species:S:1:pos:R:3:nbo_charge:R:1 method="wB97M-V/def2-TZVPD" e_above_lowest_ev=1.432 smiles="COc1ccc(NC(=O)CCN2C(=O)[C@@H]3[C@H](C2=O)[C@H]2C=C[C@@H]3C2)cc1" e_lumo_ev=0.69
H -3.207 1.505 -2.942 0.222
H -0.058 1.582 -0.495 0.255
H -4.111 0.496 -0.693 0.239
H -3.273 2.054 1.332 0.205
C -1.224 -0.241 3.361 -0.218
N -1.340 0.285 2.014 -0.490
O 3.370 -1.409 -3.480 -0.495
C -0.659 1.387 1.551 0.736
H 1.476 -2.961 0.384 0.250
C 2.983 -0.045 -1.621 -0.245
C -1.850 2.821 -0.183 -0.240
C -2.115 -0.344 1.049 0.718
C -3.227 2.331 0.279 -0.391
C -3.234 1.137 -0.683 -0.250
H 2.304 -3.029 -4.223 0.175
H -4.017 3.046 0.058 0.227
H 3.763 -2.508 -5.101 0.200
C -2.878 1.833 -1.974 -0.191
C -1.931 0.407 -0.250 -0.310
C 3.331 -2.664 -4.114 -0.252
O 0.074 2.071 2.224 -0.611
H 2.270 -3.346 -1.886 0.221
H 0.804 0.278 3.920 0.226
H -1.863 -1.127 3.389 0.251
H 3.925 -3.407 -3.572 0.176
C 1.985 -0.886 0.401 0.098
H -1.577 -0.276 -1.022 0.255
C 2.898 -1.310 -2.205 0.291
H 2.607 1.147 0.106 0.213
H 3.410 0.761 -2.198 0.226
C 2.533 0.163 -0.337 -0.225
H 1.648 0.364 1.969 0.414
H -1.593 0.503 4.073 0.216
N 1.516 -0.599 1.690 -0.615
C 2.351 -2.355 -1.469 -0.308
O 0.629 -2.584 2.384 -0.603
C -0.982 1.560 0.086 -0.329
H 0.208 -1.257 4.595 0.242
H -1.455 3.728 0.267 0.235
C 0.224 -0.620 3.711 -0.503
C -2.058 2.833 -1.678 -0.184
O -2.814 -1.295 1.261 -0.558
C 1.899 -2.145 -0.177 -0.172
H -1.561 3.510 -2.347 0.220
C 0.819 -1.400 2.542 0.682

=====

45
Properties=species:S:1:pos:R:3:nbo_charge:R:1 method="wB97M-V/def2-TZVPD" e_above_lowest_ev=17.088 e_lumo_ev=-0.87
H 0.759 1.860 -3.472 0.189
C -0.895 -1.721 -0.211 -0.231
C -0.472 -1.409 1.106 -0.208
H -2.812 -2.949 -1.355 0.208
C -2.119 0.278 -0.131 -0.209
O 0.371 -0.083 -2.932 -0.661
H -1.046 -2.670 -3.014 0.200
H 3.023 -1.153 2.205 0.231
H -2.992 -3.859 -2.828 0.209
H 3.965 -0.554 5.407 0.393
C 1.143 2.220 1.466 -0.153
C 2.410 0.139 4.392 0.648
C 2.196 0.666 2.955 -0.101
O -0.937 1.353 -2.888 -0.430
C -1.657 -0.799 -0.861 -0.036
N 1.138 1.517 -0.997 -0.585
C -1.714 -0.621 -2.513 -0.250
H 0.619 3.130 1.279 0.258
H -2.084 -1.942 -4.158 0.204
C -0.689 0.241 -2.793 0.720
H 1.146 2.195 3.502 0.238
H 1.336 0.877 -1.681 0.442
O 0.458 3.775 -1.054 -0.649
C -3.115 -2.909 -2.437 -0.544
C 0.632 2.524 -1.436 0.653
C 2.551 -0.365 1.760 -0.154
H -3.909 -2.556 -2.492 0.166
H -0.414 3.330 -3.398 0.237
H -2.503 1.143 2.017 0.237
C 0.113 2.323 -2.928 -0.134
C -2.022 0.386 1.250 -0.219
H -0.915 -0.432 2.951 0.226
C 1.669 1.256 0.254 0.194
H -0.045 -2.056 1.677 0.198
O 1.624 0.542 5.377 -0.585
H 2.623 -0.552 -0.276 0.198
H 4.292 -0.625 3.744 0.371
C 1.511 1.907 2.591 -0.254
C -1.032 -0.382 1.827 -0.204
N 3.764 -0.755 4.493 -0.845
C -1.992 -2.088 -3.153 -0.366
C 2.168 0.148 0.637 -0.263
H -2.948 -0.078 -2.351 0.218
H -0.155 -2.415 -0.932 0.228
H -3.046 1.162 -0.597 0.215

=====

F_max (eV Å⁻¹)
0.1 0.4 1.4 0.5 1.0 0.6 1.0 0.7 17.1